The following is a quantum chemistry calculation of C8H8I2 as an isolated structure in a non-equilibrium geometry, from OMol25.

* HOMO: -8.1022 eV
* LUMO level: -0.31 eV
* calculated total energy: -904.8525 hartree

XYZ file:
```
18
Properties=species:S:1:pos:R:3:forces:R:3
H 1.80113 0.10575 1.51460 0.216 -0.104 -0.357
H -0.32328 -0.59809 2.48001 0.653 0.827 1.178
H 1.89206 1.03710 -2.84150 0.271 -0.852 1.564
C 1.50809 0.51883 -1.90926 -0.294 1.364 -0.453
C 0.24425 0.00764 -2.06286 -1.963 -1.333 0.893
H -0.33114 -0.18100 -2.93978 0.461 0.525 -1.300
H -1.71221 -0.87195 1.34987 1.458 0.196 0.807
C 1.41012 0.03647 0.50114 -0.661 0.589 -0.848
C -0.58932 -0.96194 1.53743 -2.501 -3.492 -1.938
C 0.12490 -0.48481 0.33640 -0.328 0.984 -0.599
C -0.48699 -0.44990 -0.96702 2.195 -0.766 2.770
H 3.02841 0.96351 -0.56176 0.897 0.592 0.503
H -3.41148 -3.59291 -0.04928 -0.084 -0.108 -0.062
C -2.69208 -3.13757 0.65873 0.016 -0.143 0.272
C 2.04057 0.59258 -0.60185 0.062 -0.716 -1.425
H -0.48609 -2.13282 1.54913 -0.040 2.084 0.310
I -1.19772 -4.67670 0.69507 0.009 -0.095 -0.122
I -2.24028 -1.58654 -1.07688 -0.367 0.447 -1.194
```
Positions in Å, forces in eV/Å.